Entry 1:
18
Properties=species:S:1:pos:R:3:forces:R:3:lowdin_charge:R:1 method="wB97M-V/def2-TZVPD" gap_ev=7.61 lumo_ha=0.1379 de_lowest_kj_mol=53.5 homo_ev=-3.860 charge=-1 energy_ev=-9459.47506
C -1.874769 -3.005112 1.856768 -0.6471 0.2318 1.1188 -0.19
C -1.204083 -2.087419 0.839753 0.2996 -0.8889 0.2952 -0.16
H -1.290906 -3.202652 2.765050 0.3175 -0.0489 -0.3668 0.05
H -2.754585 -2.515809 2.288965 -0.1961 -0.0570 -0.2811 0.05
H -2.222156 -3.962524 1.471590 0.1718 -0.0795 -0.1612 0.05
H -1.480861 -2.434462 -0.155206 -0.0744 0.4872 -0.1598 0.06
H -0.122540 -2.191881 0.919589 0.0257 0.2452 -0.1355 0.06
H -1.461915 -1.052171 1.029220 0.1349 0.1376 -0.3265 0.06
C 1.061159 1.224508 -1.512358 0.9690 0.4261 -0.5456 -0.20
C 1.804190 -0.139322 -1.558686 -0.2924 1.1395 1.8902 -0.13
C 0.290236 1.587959 -0.192695 -0.4760 -0.4041 -1.4123 -0.77
O -0.469464 2.566699 -0.354710 -0.0352 0.1123 0.6083 -0.10
O 0.522861 0.877340 0.800407 -0.0325 0.0481 0.4797 -0.09
H 1.793442 2.051003 -1.518001 0.1630 -0.3230 -0.0753 0.09
H 0.495698 1.461556 -2.414296 -0.4752 -0.2585 0.1856 0.08
H 2.880857 0.034186 -1.576254 0.0736 -0.3100 -0.5034 0.05
H 1.467713 -0.904836 -2.245973 -0.0714 0.1057 -0.3361 0.04
H 1.607500 -0.454565 -0.520041 0.1452 -0.5636 -0.2741 0.04

---

Entry 2:
18
Properties=species:S:1:pos:R:3:forces:R:3:lowdin_charge:R:1 method="wB97M-V/def2-TZVPD" gap_ev=7.89 lumo_ha=0.1477 de_lowest_kj_mol=54.7 homo_ev=-3.872 charge=-1 energy_ev=-9459.46189
C 1.453999 0.437244 -2.001852 1.4126 -0.5923 -0.6395 -0.33
C 2.284356 0.225595 -0.724363 -1.0029 1.3323 0.4921 -0.13
C 0.642708 -0.792208 -2.321401 -0.9417 0.1436 -0.6543 -0.16
H 0.879436 1.352236 -2.111650 -0.2821 0.0084 0.9402 0.09
H 2.181062 0.551291 -2.841729 -0.1648 -0.0112 0.3898 0.09
H 1.720412 -0.185346 0.112094 -0.4609 -0.5665 -0.4262 0.05
H -0.173174 -0.477701 -2.975080 -0.0471 -0.2567 -0.3251 0.06
H 1.249161 -1.523075 -2.857575 -0.0461 -0.2535 0.1401 0.06
H 2.471390 1.213884 -0.278965 1.0193 -0.1573 -0.3716 0.07
H 3.142707 -0.412022 -0.924188 0.2949 0.3220 0.1298 0.06
H 0.126600 -1.206286 -1.459457 0.3164 -0.0309 0.1789 0.04
C -1.070109 -0.992000 2.296361 0.2702 1.0707 -0.1778 -0.06
C -1.262894 0.243961 1.256630 0.2266 -1.3848 2.0993 -0.76
O -1.788066 1.238867 1.795026 0.1199 0.2097 -0.8195 -0.10
O -0.835100 -0.005637 0.116167 -0.2356 0.6341 -0.2971 -0.09
H -0.967168 -1.911823 1.729542 -0.0651 -0.2656 0.1786 0.03
H -1.867865 -0.990634 3.031978 -0.5535 -0.2655 -0.2167 0.03
H -0.195884 -0.844131 2.954948 0.1400 0.0636 -0.6211 0.04

---

Entry 3:
18
Properties=species:S:1:pos:R:3:forces:R:3:lowdin_charge:R:1 method="wB97M-V/def2-TZVPD" gap_ev=7.49 lumo_ha=0.1348 de_lowest_kj_mol=102.4 homo_ev=-3.822 charge=-1 energy_ev=-9458.96810
C -0.362523 -0.411086 -1.983388 1.7623 -0.6051 1.8510 -0.04
C 1.008934 0.415410 -1.748252 -0.9104 -0.2230 1.4690 -0.75
O 2.122139 -0.059603 -2.088721 -1.2822 0.1542 -0.2575 -0.11
O 0.762516 1.429869 -1.053298 0.5924 0.5960 -0.3086 -0.13
H -0.016675 -1.113090 -2.688600 -0.3883 -1.3819 -1.0403 0.02
H -1.184268 0.180235 -2.326215 -0.3549 0.5148 -0.2175 0.03
H -0.663159 -0.945897 -0.993056 0.6848 0.9641 -2.1044 0.05
C -0.659268 -0.751233 1.646542 -0.2052 -0.3540 0.3320 -0.29
C -1.805833 -1.123103 2.717622 -0.0673 0.8965 -1.3941 -0.11
C -0.389153 0.731088 1.751463 1.1009 -0.6054 0.3231 -0.14
H 0.327595 -1.223330 1.825011 -0.7667 -0.4162 0.1198 0.11
H -0.909536 -0.921564 0.600548 -0.3831 -0.5588 0.5043 0.04
H -1.440662 -0.668805 3.643369 -0.2258 -0.3455 0.2050 0.04
H -2.084034 -2.197453 2.877498 0.4836 0.9132 -0.3075 0.05
H -0.066964 0.879108 2.761454 0.6358 0.5900 0.7248 0.05
H 0.261272 1.194144 1.006522 0.2062 -0.5299 0.0610 0.06
H -2.762793 -0.531487 2.446767 1.4340 -1.0129 0.3019 0.08
H -1.290968 1.219550 1.678932 -2.3161 1.4039 -0.2621 0.04

---

Entry 4:
18
Properties=species:S:1:pos:R:3:forces:R:3:lowdin_charge:R:1 method="wB97M-V/def2-TZVPD" gap_ev=7.70 lumo_ha=0.1453 de_lowest_kj_mol=140.9 homo_ev=-3.746 charge=-1 energy_ev=-9458.56847
C -0.701402 1.053526 1.370763 2.8424 -0.7544 -3.0977 -0.17
C 0.596182 0.926714 2.203472 -1.8485 -0.7832 1.7533 -0.16
C -1.581030 -0.351874 1.153840 2.4353 3.7749 2.1456 -0.82
O -1.583920 -1.061349 2.129819 0.0559 -2.2114 2.1230 -0.04
O -2.176375 -0.356288 0.121840 -2.3458 -0.5438 -3.4204 -0.05
H -1.391215 1.772650 1.719795 -0.6378 0.9802 0.5380 0.06
H -0.276369 1.399377 0.347678 -1.3832 -0.4063 1.1317 0.09
H 0.203828 0.759809 3.210297 0.4081 -0.0747 0.3990 0.05
H 1.396934 1.643249 2.312492 -0.2340 1.0464 -0.5831 0.04
H 1.097473 0.013351 1.989380 0.3274 -0.9848 -0.5092 0.04
C -0.138463 -0.437446 -1.940453 -1.6049 0.1123 -1.5517 -0.20
C 1.243107 -0.975547 -2.184085 2.7311 -1.4208 0.7666 -0.21
H -0.946011 -1.020222 -2.447071 0.7518 -0.1120 0.2402 0.07
H -0.457853 -0.502330 -0.919695 0.0101 0.5782 0.2493 0.01
H -0.348295 0.564807 -2.423694 0.6624 -0.7132 1.0627 0.08
H 1.289654 -1.981813 -2.733315 -0.1678 1.5342 0.4319 0.06
H 1.888879 -1.220066 -1.211788 -1.6626 0.6490 -1.6488 0.09
H 1.884874 -0.226548 -2.699274 -0.3399 -0.6705 -0.0303 0.04